{
  "formula": "C30H28AgCl2N7O6S",
  "method": "ωB97M-V/def2-TZVPD",
  "species": ["Ag", "Cl", "C", "C", "C", "Cl", "C", "O", "C", "C", "O", "C", "H", "H", "H", "C", "N", "C", "C", "C", "C", "C", "C", "C", "C", "H", "H", "H", "H", "H", "H", "H", "H", "H", "H", "H", "H", "O", "S", "O", "O", "C", "N", "C", "C", "C", "N", "C", "C", "C", "N", "C", "C", "H", "H", "H", "H", "H", "H", "C", "N", "C", "C", "C", "N", "C", "O", "N", "H", "H", "H", "H", "H", "H", "H"],
  "coordinates": [[12.74353, 12.46557, 6.63818], [19.77126, 10.64928, 6.62726], [18.30614, 11.46422, 6.84659], [18.13090, 12.67673, 6.12772], [16.90861, 13.25479, 6.11700], [16.65570, 14.79150, 5.38875], [15.80660, 12.73424, 6.92607], [14.66640, 13.30182, 6.77831], [16.04054, 11.59683, 7.75916], [14.99221, 10.89611, 8.42732], [13.78107, 11.12936, 8.40369], [17.30310, 10.98963, 7.67014], [19.01973, 13.13592, 5.70416], [15.38560, 10.03774, 9.06086], [17.47372, 10.09610, 8.24098], [11.65573, 8.59227, 7.94789], [12.17447, 8.25663, 6.64803], [12.69174, 6.99256, 6.29274], [12.28132, 9.38486, 5.72458], [11.02617, 10.20698, 5.63507], [9.81178, 9.58120, 5.32486], [8.59892, 10.31479, 5.32346], [8.54126, 11.64855, 5.73033], [9.77560, 12.28166, 5.99083], [10.96622, 11.58836, 5.92493], [12.24525, 8.19271, 8.74661], [10.58117, 8.27103, 8.05459], [11.63008, 9.68956, 8.03374], [11.95090, 6.16066, 6.44432], [13.57392, 6.64207, 6.88786], [13.01926, 7.02125, 5.24158], [12.70162, 9.05596, 4.75877], [13.03800, 10.08492, 6.08922], [9.72548, 8.56970, 4.93410], [7.76843, 9.71867, 5.07379], [7.61530, 12.21732, 5.51152], [9.82068, 13.28973, 6.34702], [15.98082, 22.82087, 9.29802], [16.91978, 22.55854, 8.15892], [17.88992, 21.52352, 8.30016], [17.29499, 23.80243, 7.45068], [15.46258, 22.12203, 7.15240], [14.76879, 23.16020, 6.67048], [13.55791, 22.90503, 6.14830], [13.06901, 21.60136, 6.17226], [13.94470, 20.58595, 6.54061], [15.19387, 20.82349, 6.96938], [13.44988, 19.23294, 6.61232], [12.12074, 18.89845, 6.29075], [11.77208, 17.52900, 6.08575], [12.61441, 16.56361, 6.38243], [13.80299, 16.85793, 6.86726], [14.32710, 18.15745, 6.91682], [13.01262, 23.82286, 5.90754], [12.07927, 21.42353, 5.75233], [11.31603, 19.59031, 6.27730], [10.80879, 17.28017, 5.65615], [14.35836, 15.97573, 7.18049], [15.38568, 18.31901, 7.06849], [6.49696, 17.47772, 3.76012], [6.81747, 17.56335, 5.17933], [5.84886, 17.70413, 6.15853], [6.17295, 17.84006, 7.51159], [7.57671, 17.70197, 7.78290], [8.50873, 17.28958, 6.93595], [8.16332, 17.26926, 5.62381], [8.95710, 17.01322, 4.71783], [7.94682, 17.82579, 9.07412], [6.96765, 18.26302, 3.19670], [5.42655, 17.31361, 3.61102], [6.95359, 16.50004, 3.47814], [4.83794, 17.74389, 5.79715], [5.35403, 17.91984, 8.19450], [7.39659, 18.37032, 9.69411], [8.97084, 17.79659, 9.23443]],
  "lowdin_charge": [0.7737, 0.6475, -0.7362, -0.1487, -0.5931, 0.7130, -0.3729, -0.2220, -0.1548, -0.2336, -0.0758, -0.0851, 0.1008, 0.1253, 0.0964, -0.0911, -0.2768, -0.1397, -0.1906, -0.2914, -0.0729, -0.1355, -0.1222, -0.1732, -0.2342, 0.0629, 0.0864, 0.0742, 0.0731, 0.0699, 0.0741, 0.1174, 0.0584, 0.0947, 0.0574, 0.0861, 0.0587, -0.3998, 0.4399, -0.3428, -0.4061, -0.3716, 0.0940, -0.1166, -0.0248, -0.2502, 0.1714, -0.1641, -0.0088, -0.1276, 0.0600, -0.1517, 0.0146, 0.1011, 0.0922, 0.0767, 0.0588, 0.0811, 0.1063, -0.0300, -0.0613, -0.0381, -0.0149, -0.3986, 0.1975, -0.4734, 0.0264, 0.1408, 0.0875, 0.0856, 0.1055, 0.1103, 0.0880, 0.0874, 0.1351],
  "total_charge": -2,
  "gap_ev": 5.92,
  "e_lumo_ev": 3.170
}